1.
Here is a 2-piece molecular cluster, C37H63BF3INO6S2 overall at a distorted geometry from the Open Molecules 2025 dataset. Energies are from wB97M-V/def2-TZVPD.

```
114
Properties=species:S:1:pos:R:3:forces:R:3
C -1.35022 -4.52420 -2.87131 -0.921 0.566 0.544
C -2.06549 -3.43966 -1.94269 0.331 -0.143 0.617
B -1.04067 -2.23345 -1.58484 -0.802 -1.064 0.416
O -0.51713 -2.25314 -0.24784 -0.651 0.723 -1.139
C -0.58638 -1.10729 -2.68684 1.552 -0.562 0.984
O -1.48123 -0.97930 -3.80874 -0.551 0.166 0.619
C -2.80553 -0.63812 -3.60824 -1.038 1.166 -0.950
S -3.76715 -1.39234 -5.03423 -3.342 -1.546 0.577
O -4.84115 -0.52410 -5.49256 1.975 0.046 0.311
O -4.23777 -2.71479 -4.62607 1.471 1.139 -0.307
C -2.59667 -1.71407 -6.47139 1.210 -0.727 -2.220
F -1.71083 -2.72109 -6.18144 -1.014 1.851 -0.074
F -1.95360 -0.56776 -6.87872 -0.548 -1.529 1.051
F -3.28658 -2.15683 -7.57115 0.373 0.761 1.911
C 0.68395 -1.76682 -3.39071 1.606 -0.531 -1.899
C 1.64248 -2.64708 -2.74994 0.557 0.059 -1.450
C 2.77076 -3.25542 -3.47528 -1.173 1.116 -0.871
C 2.99159 -3.00207 -4.89087 -1.901 1.015 1.414
C 2.04813 -2.09984 -5.56406 -0.036 -0.669 1.974
C 0.91627 -1.51465 -4.83643 1.507 -0.981 0.371
C -0.19577 0.30452 -1.98814 2.269 -0.015 -1.830
C 1.32333 0.23391 -1.46077 -1.528 -0.354 1.727
C 1.56957 1.22523 -0.22420 1.312 -0.410 -0.906
C 1.48273 0.48181 1.16943 -0.259 1.522 -1.382
S 2.47358 1.47098 2.40338 0.032 -0.467 0.368
C -0.21198 1.37715 -3.14019 -0.460 0.996 -0.221
C 0.48337 2.76123 -2.86190 -1.228 0.607 -0.326
C -0.38184 3.77653 -1.97877 1.806 1.243 -0.826
C 0.61950 5.00064 -1.67321 -0.824 -0.254 1.073
C -1.59933 4.39205 -2.77062 -0.427 -0.087 0.586
C -2.70360 5.04419 -1.84595 -1.055 1.224 -0.087
C -2.30798 6.43404 -1.25564 0.157 -0.048 0.786
C -2.04898 6.70476 0.05956 -0.284 0.191 -0.178
C -2.70775 5.91936 1.26461 1.952 -0.105 -0.439
C -1.08111 7.87259 0.50344 -2.011 -0.706 0.525
O -0.92874 0.59238 -0.79877 -0.423 0.474 -0.908
C -2.23192 1.12338 -0.91756 -1.386 -0.196 1.885
C -2.60238 1.72336 0.52562 -0.231 -1.580 0.618
C -3.88723 0.95734 1.05826 -0.423 1.906 -1.414
O -4.96288 1.31018 0.68667 0.670 -0.573 0.489
I -3.78924 -0.73980 2.40254 0.468 0.068 -0.172
H -2.11776 -5.31885 -3.08844 0.984 0.742 -0.062
H -0.51593 -4.97018 -2.26801 -0.559 0.359 -0.892
H -1.00206 -3.99862 -3.79491 -0.116 -0.897 0.648
H -3.03611 -3.08405 -2.37344 0.869 -0.440 0.003
H -2.32877 -3.97349 -0.97943 0.231 0.695 -0.893
H -1.11285 -1.67331 0.26939 0.566 -0.215 -0.040
H -3.36410 -0.99709 -2.70943 0.686 -0.232 -0.655
H -3.05478 0.46528 -3.70373 0.584 -1.005 0.018
H 1.57586 -2.88607 -1.66538 -0.113 0.225 -0.918
H 3.46779 -3.92217 -2.90949 -0.770 0.691 -0.601
H 3.84786 -3.48463 -5.42299 -0.963 0.601 0.501
H 2.22157 -1.88493 -6.65020 -0.437 -0.100 1.229
H 0.25731 -0.85300 -5.44769 0.507 -0.714 0.892
H 1.38851 -0.78063 -0.96810 0.389 0.927 -0.958
H 2.06557 0.37178 -2.27962 -0.695 -0.242 0.669
H 2.65042 1.54458 -0.33437 -1.093 -0.230 0.213
H 0.96801 2.16292 -0.28498 0.314 -0.914 0.302
H 1.99722 -0.50889 1.02118 -0.521 0.973 0.647
H 0.41079 0.38867 1.47054 0.991 -0.226 -0.069
H 2.13417 2.79606 2.28628 -0.326 -0.960 -0.456
H 0.25605 0.96758 -4.08167 -0.419 -0.004 1.252
H -1.27251 1.62736 -3.44803 1.061 -0.352 0.296
H 1.52870 2.71080 -2.47021 -0.925 -0.266 -0.219
H 0.56167 3.28096 -3.86642 0.041 -0.573 0.977
H -0.66201 3.36052 -0.97684 -0.044 0.103 -0.964
H 1.67970 4.66074 -1.53327 -0.916 0.323 -0.330
H 0.52431 5.81846 -2.43555 0.336 -0.891 0.608
H 0.28063 5.43406 -0.69261 0.491 -0.118 -0.950
H -2.12118 3.63289 -3.41387 0.497 0.498 0.554
H -1.22984 5.20170 -3.46194 -0.248 -0.918 0.580
H -3.61878 5.21814 -2.48993 0.872 -0.362 0.615
H -3.03792 4.39685 -0.99535 0.436 0.238 -0.863
H -2.26882 7.31175 -1.95532 0.814 -1.151 0.336
H -2.72090 4.82541 1.03377 -0.342 0.887 0.310
H -3.72282 6.30547 1.52279 0.835 -0.303 -0.382
H -2.02211 6.04188 2.15445 -0.891 -0.152 -0.729
H -0.85056 8.58120 -0.32678 -0.034 -0.632 0.757
H -1.60934 8.38002 1.36540 0.795 -0.075 -0.947
H -0.17780 7.38055 0.94780 -0.541 0.522 -0.609
H -2.40339 1.95666 -1.63834 0.439 -0.940 0.160
H -2.95690 0.26074 -1.04620 0.590 1.046 -0.453
H -2.89610 2.79799 0.48384 0.383 -0.910 0.124
H -1.79049 1.49168 1.26232 -0.432 0.593 -0.848
C 0.39071 -3.92885 3.19316 -0.154 0.099 0.016
C 0.24315 -2.89057 4.30290 0.014 -0.280 0.090
C 1.34548 -1.82686 4.33106 -0.400 0.085 0.050
C 2.80002 -2.27460 4.29060 -0.157 0.227 -0.116
N 3.41778 -2.89411 5.53860 0.786 -0.243 0.016
C 3.56419 -1.89810 6.68247 -0.194 0.000 -0.044
C 2.31795 -2.06935 7.52575 -0.248 0.342 0.161
C 1.95386 -3.54341 7.39728 -0.375 -0.306 0.238
C 2.65648 -4.06591 6.14524 0.029 -0.116 0.057
C 4.79469 -3.37378 5.12462 -0.393 0.197 0.039
H 1.34984 -4.44857 3.22815 0.029 -0.043 -0.038
H -0.38695 -4.68856 3.28910 0.035 0.047 -0.079
H 0.28744 -3.46469 2.20903 0.066 -0.063 -0.005
H 0.16444 -3.39581 5.26777 -0.015 0.016 0.030
H -0.71629 -2.38246 4.16938 0.120 0.072 0.047
H 1.17170 -1.14079 5.16234 0.089 0.025 -0.050
H 1.19869 -1.21132 3.43654 0.285 -0.008 0.029
H 3.41679 -1.39865 4.07227 0.031 -0.092 0.104
H 2.96122 -2.97902 3.47277 -0.030 -0.112 0.186
H 4.44728 -2.18495 7.25613 -0.005 -0.014 -0.176
H 3.69973 -0.89430 6.28076 0.060 -0.115 -0.071
H 1.50483 -1.43872 7.16954 0.074 -0.004 -0.030
H 2.49476 -1.78630 8.56432 0.088 0.002 -0.117
H 0.87314 -3.68133 7.35000 0.092 0.008 -0.048
H 2.29459 -4.10211 8.27023 0.026 0.010 -0.097
H 2.00270 -4.50823 5.39888 0.015 0.172 -0.063
H 3.38300 -4.82660 6.43334 0.079 0.159 -0.201
H 5.35814 -2.51833 4.75348 -0.016 -0.099 -0.014
H 4.67219 -4.12477 4.34510 0.065 0.077 0.043
H 5.29201 -3.80950 5.98951 -0.053 0.062 -0.056
```
Forces are in eV/Å.

Output
Spin multiplicity: 1
HOMO-LUMO gap: 7.73 eV
Total charge: +1
HOMO: -10.05 eV
Lowest unoccupied orbital energy: -2.320 eV

2.
Here is a 2-piece molecular cluster, C3H9O2 overall at a distorted geometry from the Open Molecules 2025 dataset. Energies are from wB97M-V/def2-TZVPD.

```
14
Properties=species:S:1:pos:R:3:forces:R:3
C 1.26457 -1.86794 1.52667 0.432 -1.891 -0.614
O 1.09123 -1.36149 0.27410 -0.385 0.413 0.546
H 2.05795 -1.36098 2.14000 -0.355 -0.219 -0.051
H 1.54775 -2.98534 1.43871 0.206 0.881 0.468
H 0.32915 -1.95440 2.12561 0.066 0.451 0.219
C -0.91529 0.49483 -0.85758 -0.728 1.129 2.582
O -0.61850 0.45116 0.53139 0.166 -0.737 0.307
C -0.78598 1.93458 -1.33672 1.846 0.516 0.293
H -1.98491 0.16900 -0.89109 0.737 -0.245 -1.037
H -0.16051 -0.06381 -1.39403 -0.314 -0.784 -0.240
H 0.02742 -0.39447 0.65252 0.021 0.889 -1.114
H -1.56608 2.66952 -1.10953 -0.655 -0.588 -1.060
H -0.29836 1.79218 -2.31804 -1.142 1.135 -0.362
H 0.01158 2.47715 -0.78200 0.105 -0.950 0.065
```
Forces are in eV/Å.

Output
Spin multiplicity: 1
HOMO-LUMO gap: 7.33 eV
Energy relative to the best compared isomer or geometry (same formula, charge and spin): 30.67 kcal/mol
Total charge: -1
HOMO: -2.98 eV
Lowest unoccupied orbital energy: 4.344 eV

3.
Here is an isolated ion of composition C19H31N2O3 and charge +1 at a distorted geometry from the Open Molecules 2025 dataset. Energies are from wB97M-V/def2-TZVPD.

```
55
Properties=species:S:1:pos:R:3:forces:R:3
C -4.88184 -2.61285 -1.99080 2.457 -3.291 -3.419
C -4.20738 -2.80076 -0.67708 0.139 -7.818 -4.035
O -4.62526 -1.87076 0.02238 -3.425 10.436 8.613
C -4.06769 -0.60754 0.07436 -2.611 0.940 1.230
C -2.99465 -0.41594 -0.60813 7.286 3.563 -6.752
C -2.34161 0.99823 -0.96171 -2.749 0.679 3.586
C -1.00129 1.32558 -1.75480 -5.554 -1.692 4.395
N -0.03516 1.56926 -0.66315 4.874 -1.273 -6.808
C 0.40527 0.32301 0.13192 14.183 1.782 -9.053
C 1.60601 0.43862 0.93548 -3.056 16.186 -4.487
N 2.75021 1.32402 0.17972 -0.489 -15.295 10.467
C 3.91037 0.60525 0.20972 4.530 8.573 -8.949
O 4.81022 1.13638 -0.57383 -2.466 -1.330 2.037
C 4.31133 -0.44604 0.91036 0.490 -8.899 1.278
C 5.71852 -1.17997 0.73889 -1.527 5.520 2.502
C 6.09470 -2.05795 1.90312 1.679 0.233 -3.633
C 5.86945 -1.70839 -0.57029 -6.329 -0.736 -1.158
C 2.31989 2.19078 -0.53549 -0.713 14.208 -8.897
C 1.15280 2.06074 -1.62753 5.341 -12.353 8.146
C -2.89972 2.03902 -0.18327 1.853 -4.228 -1.913
C -3.90781 1.75337 0.72055 2.051 6.270 0.266
C -4.59927 0.74846 0.82001 -3.075 -14.677 -2.603
O -5.71034 0.32852 1.45162 6.479 -9.004 -9.300
C -6.19941 1.05136 2.22143 -7.311 14.142 11.739
H -4.55365 -3.44449 -2.76253 -1.087 1.022 1.590
H -5.93931 -2.54040 -1.91606 -0.685 0.213 0.009
H -4.37289 -1.82453 -2.46265 -0.167 1.846 -0.698
H -3.12163 -2.89221 -0.73307 0.083 -0.570 0.042
H -4.78844 -3.67065 -0.20799 1.854 0.083 -0.585
H -2.46723 -1.04098 -1.42549 -1.450 -0.165 1.950
H -0.91769 0.40823 -2.21155 1.748 -1.794 -1.471
H -1.29400 2.09509 -2.41193 0.757 1.337 -0.554
H -0.21609 2.30328 -0.08298 -1.200 2.644 2.071
H -0.41259 0.07425 0.24877 -13.727 -5.844 4.446
H 0.89334 -0.46610 -0.75622 -2.061 2.050 1.649
H 1.75273 -0.20385 1.53698 2.863 -8.912 7.353
H 1.25898 1.41325 1.61560 0.839 -2.340 -0.496
H 4.12642 -0.29299 1.87897 -0.483 0.758 4.347
H 3.64023 -1.33190 0.75088 -0.269 0.559 -0.141
H 6.30479 -0.22464 0.80331 0.502 -1.010 0.056
H 7.18952 -2.13704 1.80291 -0.415 -1.448 -0.108
H 6.09225 -1.48114 2.68932 -0.351 3.396 4.564
H 5.47100 -2.84049 2.18610 -0.627 -2.107 -0.318
H 5.52522 -0.94448 -1.30248 0.751 -1.211 0.002
H 5.31674 -2.70076 -0.48071 -0.022 1.047 -1.198
H 6.77323 -2.01248 -0.48545 6.594 -1.747 -1.334
H 3.40283 2.49786 -1.05724 -2.569 -0.261 0.365
H 2.07930 3.23549 0.00096 0.130 -1.722 -0.444
H 1.12365 2.82548 -2.12711 -1.534 8.346 -5.096
H 1.67801 1.12443 -2.21381 -2.513 2.017 0.898
H -2.46274 2.95426 -0.06657 1.019 2.597 -0.332
H -4.30734 2.46169 1.35062 -0.363 2.564 1.186
H -7.03501 0.83011 2.86773 -0.235 -1.794 -0.042
H -5.54644 1.61574 2.96035 0.332 -1.002 -0.189
H -6.67058 2.01751 1.83789 0.226 -0.493 -0.776
```
Forces are in eV/Å.

Output
Spin multiplicity: 1
SMILES string: CCOc1cc(C[NH+]2CCN(C(=O)CC(C)C)CC2)ccc1OC
HOMO-LUMO gap: 8.81 eV
Energy relative to the best compared isomer or geometry (same formula, charge and spin): 480.32 kcal/mol
Total charge: +1
HOMO: -11.37 eV
Lowest unoccupied orbital energy: -2.561 eV

4.
Here is a 2-piece molecular cluster, ClH3N2OS overall at a distorted geometry from the Open Molecules 2025 dataset. Energies are from wB97M-V/def2-TZVPD.

```
8
Properties=species:S:1:pos:R:3:forces:R:3
N -2.06287 -0.97602 -0.67710 -1.218 -0.447 -0.725
N 2.52440 1.39448 0.44819 3.479 3.712 2.965
O 0.52369 0.12265 1.10420 -3.626 -1.014 5.112
S 1.40821 0.46163 0.05124 -0.248 -2.621 -7.460
Cl -0.76867 -1.96351 -1.15846 0.464 -0.318 -0.578
H -1.75561 -0.56202 0.15107 0.441 0.826 1.727
H 2.36198 1.74825 1.41320 0.404 -0.040 -0.605
H -2.23114 -0.22546 -1.33234 0.304 -0.098 -0.435
```
Forces are in eV/Å.

Output
Spin multiplicity: 3
HOMO-LUMO gap (spin up / spin down): 8.34 / 5.47 eV
Energy relative to the best compared isomer or geometry (same formula, charge and spin): 33.84 kcal/mol
HOMO (spin up / spin down): -7.63 / -9.71 eV
Lowest unoccupied orbital energy (spin up / spin down): 0.715 / -4.240 eV